# 1
Molecular formula: C5H12N2O
Method: DFT, ωB97M-V/def2-TZVPD

Max |F| in hartree/bohr: 0.0279
Frontier orbital gap in eV: 9.60
Structure (SMILES): CCN(C)CC(N)=O
ΔE to the lowest compared entry with this formula, charge and spin in kcal/mol: 25.4

Each atom is followed by the atoms it is bonded to, with distances in Å.
Geometry (Å):
1 C 1.30 -1.57 0.75  C2 1.509, H9 1.103, H10 1.092, H11 1.091
2 C 0.23 -0.71 1.37  C1 1.509, N3 1.484, H12 1.091, H13 1.088
3 N -0.35 0.30 0.44  C2 1.484, C4 1.454, C5 1.446
4 C -1.39 1.06 1.11  N3 1.454, H14 1.083, H15 1.106, H16 1.082
5 C -0.76 -0.14 -0.88  N3 1.446, C6 1.522, H17 1.097, H18 1.084
6 C -0.15 0.70 -1.99  C5 1.522, N7 1.366, O8 1.215
7 N 1.20 0.91 -1.92  C6 1.366, H19 1.015, H20 1.011
8 O -0.83 1.19 -2.87  C6 1.215
9 H 2.17 -0.95 0.47  C1 1.103
10 H 1.05 -2.11 -0.17  C1 1.092
11 H 1.70 -2.25 1.50  C1 1.091
12 H -0.60 -1.29 1.77  C2 1.091
13 H 0.72 -0.10 2.12  C2 1.088
14 H -1.81 1.79 0.43  C4 1.083
15 H -2.22 0.39 1.42  C4 1.106
16 H -1.00 1.55 1.99  C4 1.082
17 H -1.83 -0.03 -1.05  C5 1.097
18 H -0.60 -1.20 -1.04  C5 1.084
19 H 1.57 1.70 -2.44  N7 1.015
20 H 1.61 0.76 -1.01  N7 1.011

***

# 2
Molecular formula: C5H12N2O
Method: DFT, ωB97M-V/def2-TZVPD

Max |F| in hartree/bohr: 0.0642
Frontier orbital gap in eV: 10.28
Structure (SMILES): CCCNCC(N)=O
ΔE to the lowest compared entry with this formula, charge and spin in kcal/mol: 52.1

Each atom is followed by the atoms it is bonded to, with distances in Å.
Geometry (Å):
1 C -0.18 2.03 1.86  C2 1.524, H9 1.110, H10 1.134, H11 1.210
2 C 0.74 1.57 0.74  C1 1.524, C3 1.474, H12 1.083, H13 1.107
3 C 0.41 0.23 0.22  C2 1.474, N4 1.490, H14 1.186, H15 1.197
4 N -0.48 0.38 -0.97  C3 1.490, C5 1.443, H16 1.054
5 C -1.14 -0.89 -1.14  N4 1.443, C6 1.616, H17 1.138, H18 1.151
6 C -0.26 -2.23 -0.93  C5 1.616, N7 1.374, O8 1.223
7 N 0.88 -2.34 -1.69  C6 1.374, H19 1.005, H20 1.038
8 O -0.54 -2.98 -0.01  C6 1.223
9 H -0.53 1.20 2.51  C1 1.110
10 H 0.32 2.64 2.68  C1 1.134
11 H -1.16 2.68 1.58  C1 1.210
12 H 1.79 1.67 1.01  C2 1.083
13 H 0.76 2.35 -0.05  C2 1.107
14 H 0.16 -0.46 1.15  C3 1.186
15 H 1.47 -0.27 -0.04  C3 1.197
16 H -1.25 1.07 -0.80  N4 1.054
17 H -1.74 -0.93 -2.11  C5 1.138
18 H -1.92 -1.07 -0.31  C5 1.151
19 H 1.15 -1.52 -2.21  N7 1.005
20 H 1.52 -3.12 -1.46  N7 1.038

***

# 3
Molecular formula: C5H12N2O
Method: DFT, ωB97M-V/def2-TZVPD

Max |F| in hartree/bohr: 0.1001
Frontier orbital gap in eV: 9.84
Structure (SMILES): CNC(=O)NC(C)C
ΔE to the lowest compared entry with this formula, charge and spin in kcal/mol: 33.0

Each atom is followed by the atoms it is bonded to, with distances in Å.
Geometry (Å):
1 C 0.87 -2.00 -1.14  N2 1.450, H9 1.093, H10 1.092, H11 1.088
2 N 1.24 -1.71 0.24  C1 1.450, C3 1.369, H12 1.010
3 C 0.40 -1.23 1.21  N2 1.369, O4 1.218, N5 1.388
4 O 0.57 -1.53 2.38  C3 1.218
5 N -0.60 -0.34 0.84  C3 1.388, C6 1.419, H13 1.017
6 C -0.47 0.69 -0.12  N5 1.419, C7 1.510, C8 1.716, H14 1.120
7 C -1.81 1.26 -0.54  C6 1.510, H15 1.087, H16 1.093, H17 1.091
8 C 0.54 1.96 0.43  C6 1.716, H18 1.088, H19 1.088, H20 1.087
9 H 1.65 -1.63 -1.82  C1 1.093
10 H 0.77 -3.08 -1.29  C1 1.092
11 H -0.07 -1.54 -1.41  C1 1.088
12 H 1.94 -2.31 0.63  N2 1.010
13 H -1.14 -0.08 1.65  N5 1.017
14 H 0.38 0.66 -0.85  C6 1.120
15 H -1.68 2.05 -1.27  C7 1.087
16 H -2.35 1.66 0.32  C7 1.093
17 H -2.42 0.48 -0.98  C7 1.091
18 H 0.00 2.40 1.27  C8 1.088
19 H 1.49 1.56 0.78  C8 1.088
20 H 0.69 2.72 -0.34  C8 1.087

***

# 4
Molecular formula: C5H12N2O
Method: DFT, ωB97M-V/def2-TZVPD

Max |F| in hartree/bohr: 0.0282
Frontier orbital gap in eV: 9.27
Structure (SMILES): CNCC(=O)N(C)C
ΔE to the lowest compared entry with this formula, charge and spin in kcal/mol: 37.2

Each atom is followed by the atoms it is bonded to, with distances in Å.
Geometry (Å):
1 C -2.34 -0.76 2.19  N2 1.433, H9 1.101, H10 1.091, H11 1.084
2 N -1.08 -0.83 1.53  C1 1.433, C3 1.444, H12 1.011
3 C -0.77 0.25 0.62  N2 1.444, C4 1.528, H13 1.087, H14 1.095
4 C -0.09 -0.29 -0.64  C3 1.528, O5 1.225, N6 1.350
5 O -0.57 -1.28 -1.17  C4 1.225
6 N 0.98 0.34 -1.17  C4 1.350, C7 1.433, C8 1.481
7 C 1.79 -0.39 -2.11  N6 1.433, H15 1.091, H16 1.088, H17 1.084
8 C 1.56 1.56 -0.57  N6 1.481, H18 1.079, H19 1.088, H20 1.092
9 H -3.20 -0.76 1.51  C1 1.101
10 H -2.40 0.17 2.76  C1 1.091
11 H -2.46 -1.61 2.86  C1 1.084
12 H -0.76 -1.73 1.18  N2 1.011
13 H -1.67 0.72 0.25  C3 1.087
14 H -0.14 0.99 1.13  C3 1.095
15 H 2.14 -1.35 -1.72  C7 1.091
16 H 1.25 -0.72 -2.99  C7 1.088
17 H 2.68 0.15 -2.39  C7 1.084
18 H 2.46 1.81 -1.11  C8 1.079
19 H 1.77 1.37 0.48  C8 1.088
20 H 0.83 2.37 -0.63  C8 1.092